The following is a quantum chemistry calculation of C14H24IN2O3PSSi2 as an isolated structure in a non-equilibrium geometry, from OMol25.

CARTESIAN COORDINATES (ANGSTROEM)
O1 5.28038 0.77614 2.28811
P1 5.92527 -0.49009 2.74259
C1 4.68036 -1.54888 3.57117
C2 4.89067 -1.90052 4.88346
C3 3.93996 -2.69256 5.61412
N1 3.95755 -3.10272 6.89960
S1 2.55217 -3.90593 7.04647
N2 1.87398 -3.82861 5.57532
C4 2.77277 -3.09261 4.86528
C5 2.52326 -2.78321 3.47845
C6 3.48056 -2.01717 2.86392
C7 3.33478 -1.62102 1.38957
C8 1.89118 -1.64090 0.85911
O2 0.94702 -1.13652 1.36559
I1 1.62089 -2.68335 -1.05674
H1 6.89058 -0.14109 3.72321
H2 6.51345 -1.15343 1.63134
H3 5.81074 -1.54849 5.36591
H4 1.62605 -3.11115 2.95191
H5 3.94333 -2.33468 0.79793
H6 3.76063 -0.62043 1.16534
O3 -2.56902 2.07874 -2.05267
Si1 -3.19390 2.73449 -3.43467
C9 -5.03253 2.38472 -3.54405
C10 -2.35707 1.99498 -4.94066
C11 -2.94801 4.58683 -3.48164
Si2 -2.41481 0.59182 -1.34169
C12 -1.54275 0.71084 0.30227
C13 -1.43129 -0.55594 -2.45322
C14 -4.10405 -0.16759 -1.04956
H7 -5.21907 1.31471 -3.65687
H8 -5.46943 2.89838 -4.40368
H9 -5.54343 2.72769 -2.64156
H10 -1.27265 2.10631 -4.87092
H11 -2.69623 2.49498 -5.85066
H12 -2.58701 0.93146 -5.03222
H13 -1.88657 4.84098 -3.44909
H14 -3.44481 5.06892 -2.63720
H15 -3.36840 4.99563 -4.40312
H16 -0.53820 1.12262 0.18642
H17 -1.45177 -0.27956 0.75042
H18 -2.09769 1.34730 0.99527
H19 -1.97606 -0.75459 -3.37929
H20 -1.24534 -1.50964 -1.95716
H21 -0.46834 -0.10900 -2.71100
H22 -4.60377 -0.38495 -1.99613
H23 -4.74064 0.50993 -0.47563
H24 -4.01277 -1.10283 -0.49335

Summary:
Orbital gap ... 8.5055 eV
2S+1 ... 1
HOMO energy ... -9.71 eV
LUMO ... -0.0443 Ha



The following is a quantum chemistry calculation of a 8-piece molecular cluster, C37H59F9N16O10S2 overall in a non-equilibrium geometry, from OMol25.

CARTESIAN COORDINATES (ANGSTROEM)
C1 -2.71227 0.94123 -6.56067
C2 -2.05350 -0.33511 -5.94685
C3 -0.59131 -0.41828 -6.41144
O1 0.15585 -1.42400 -5.70750
C4 0.48082 -1.08938 -4.42932
C5 0.83344 0.18026 -3.99831
C6 1.18185 0.40225 -2.68550
C7 1.19021 -0.59838 -1.72583
C8 0.81921 -1.86724 -2.14106
C9 0.79364 -3.02737 -1.16298
C10 -0.52412 -3.15895 -0.39480
C11 -1.61395 -2.33504 -0.57298
C12 -2.75047 -2.52102 0.21000
C13 -2.79836 -3.52623 1.14350
C14 -4.03153 -3.75438 2.02930
C15 -1.71577 -4.39410 1.31265
C16 -0.59454 -4.18370 0.54050
C17 0.46026 -2.10884 -3.46479
C18 0.04995 -3.48098 -3.96649
O2 1.13792 -4.04871 -4.71651
O3 0.59159 -4.93169 -5.65744
N1 1.58792 -0.38814 -0.35568
C19 3.07413 -0.38981 -0.37254
C20 3.72566 -0.20032 1.01300
C21 4.32931 -1.49560 1.59762
F1 4.30110 -1.52635 2.94708
F2 3.47003 -2.49762 1.20261
C22 5.70838 -1.89962 0.99851
F3 5.83077 -3.23558 1.14126
F4 5.78299 -1.68587 -0.31327
S1 7.23335 -1.13914 1.82932
F5 6.45964 0.12958 2.37706
F6 7.03967 -1.97097 3.15491
F7 8.10742 -2.34274 1.22192
F8 7.57796 -0.33326 0.43904
F9 8.56745 -0.53568 2.44743
C23 1.03663 0.83122 0.17231
C24 0.48736 0.78388 1.45979
C25 0.41495 -0.50485 2.29079
C26 1.07771 -0.26410 3.65557
N2 0.44061 0.09426 4.70285
C27 -0.02703 1.94289 2.01944
C28 -0.01287 3.15621 1.35704
C29 0.49842 3.18992 0.07409
C30 1.00624 2.04825 -0.50369
S2 1.65598 2.05740 -2.17225
H1 -3.11848 0.64427 -7.53774
H2 -1.96100 1.71990 -6.76100
H3 -3.49818 1.34664 -5.91403
H4 -2.14299 -0.30562 -4.85316
H5 -2.58996 -1.19033 -6.37000
H6 -0.60346 -0.73894 -7.46362
H7 -0.13023 0.57721 -6.40467
H8 0.85630 1.02973 -4.67923
H9 1.57806 -2.87746 -0.40583
H10 1.01386 -3.98935 -1.64080
H11 -1.59155 -1.53796 -1.31642
H12 -3.59461 -1.84317 0.08217
H13 -4.55060 -2.80037 2.17133
H14 -4.65840 -4.48671 1.50688
H15 -3.66669 -4.12584 2.99390
H16 -1.77666 -5.19509 2.04759
H17 0.25508 -4.86033 0.66914
H18 -0.78742 -3.30974 -4.65750
H19 -0.26655 -4.14951 -3.15739
H20 0.40705 -4.44091 -6.47657
H21 3.39917 -1.30409 -0.88212
H22 3.44739 0.43148 -1.01019
H23 3.02462 0.15281 1.77976
H24 4.48441 0.58890 0.92725
H25 -0.62123 -0.84726 2.42148
H26 1.01033 -1.28591 1.79814
H27 2.16844 -0.37640 3.73326
H28 -0.54035 0.14673 4.39537
H29 -0.45861 1.91947 3.01920
H30 -0.40617 4.05659 1.82364
H31 0.52871 4.10755 -0.51442
C31 -3.53803 2.05682 4.64215
O4 -3.50480 1.09538 3.88070
N3 -4.68089 2.72564 4.94587
N4 -2.41923 2.53873 5.25520
H32 -4.71312 3.52181 5.57482
H33 -5.52699 2.40309 4.51744
H34 -1.55331 2.07419 5.06000
H35 -2.41604 3.32215 5.88250
C32 10.89044 2.46546 0.95414
O5 11.09555 3.64811 0.75087
N5 9.79672 1.81147 0.46321
N6 11.74007 1.68840 1.69398
H36 9.60480 0.84198 0.61374
H37 9.15087 2.34942 -0.08414
H38 12.55520 2.13405 2.07165
H39 11.58960 0.71398 1.87302
C33 -7.07704 -1.16221 1.53921
O6 -7.09597 -2.27274 1.04038
N7 -6.72719 -0.04635 0.83327
N8 -7.40062 -0.93967 2.84885
H40 -6.70102 0.87551 1.22480
H41 -6.48180 -0.17365 -0.13097
H42 -7.66052 -1.73790 3.39738
H43 -7.38829 -0.03534 3.27934
C34 -1.00291 3.56747 -9.33948
O7 -0.89128 3.12194 -8.21162
N9 -0.21167 3.15390 -10.37435
N10 -1.92901 4.51793 -9.66402
H44 -0.28706 3.50710 -11.30884
H45 0.47978 2.45626 -10.17097
H46 -2.52694 4.84401 -8.92745
H47 -2.03818 4.89797 -10.58451
C35 -3.79354 -4.36550 -5.63341
O8 -3.72072 -3.16884 -5.41255
N11 -4.93841 -4.95889 -6.08942
N12 -2.73943 -5.20989 -5.44441
H48 -5.02038 -5.93951 -6.27698
H49 -5.73315 -4.36547 -6.23849
H50 -1.88111 -4.80426 -5.10992
H51 -2.77508 -6.19575 -5.61971
C36 -4.77602 4.15529 8.35561
O9 -5.11502 4.24629 7.18384
N13 -3.91643 5.03773 8.93646
N14 -5.23136 3.16382 9.16945
H52 -3.62461 4.98211 9.89334
H53 -3.56254 5.78009 8.36077
H54 -5.86540 2.49704 8.76884
H55 -4.96775 3.06839 10.13135
C37 1.03617 4.05965 6.50181
O10 0.04799 4.59690 6.02761
N15 1.61255 2.97123 5.92318
N16 1.63971 4.50391 7.64612
H56 2.42078 2.50667 6.29016
H57 1.19167 2.61922 5.08198
H58 1.23708 5.30508 8.09476
H59 2.45059 4.07563 8.04951

Summary:
Orbital gap ... 7.9666 eV
2S+1 ... 1
HOMO energy ... -7.93 eV
LUMO ... 0.0012 Ha
Structure (SMILES) ... [H]/N=C\Cc1cccc2c1N(CCC(F)(F)C(F)(F)S(F)(F)(F)(F)F)c1c(cc(OCCC)c(COO)c1Cc1ccc(C)cc1)S2.NC(N)=O.NC(N)=O.NC(N)=O.NC(N)=O.NC(N)=O.NC(N)=O.NC(N)=O



The following is a quantum chemistry calculation of a single C23H23N3O4S molecule in a non-equilibrium geometry, from OMol25.

CARTESIAN COORDINATES (ANGSTROEM)
C1 1.01552 5.25170 -0.94919
H1 0.06231 5.33245 -0.41686
H2 1.71980 5.97527 -0.54356
H3 0.86107 5.45237 -2.01298
O1 1.61795 3.99259 -0.74195
C2 1.00366 2.88654 -1.19844
C3 1.68468 1.67387 -1.05614
C4 1.10800 0.47912 -1.42786
C5 -0.18177 0.44969 -1.94612
C6 -0.84403 1.65727 -2.14347
C7 -0.26555 2.85895 -1.78408
H4 -0.81104 3.77473 -1.94585
H5 -1.83083 1.63719 -2.58089
C8 -0.88134 -0.82133 -2.29616
O2 -1.71037 -0.89397 -3.18124
N1 -0.51886 -1.88499 -1.53781
H6 0.04694 -1.74576 -0.71554
C9 -1.20549 -3.15403 -1.68051
C10 -2.56904 -3.11262 -1.03843
C11 -2.70664 -2.85973 0.32325
N2 -3.86991 -2.77100 0.94088
C12 -4.97004 -2.93135 0.22445
C13 -4.95688 -3.18087 -1.13907
C14 -3.73216 -3.26772 -1.78081
H7 -3.67595 -3.44359 -2.84489
H8 -5.87951 -3.29692 -1.68621
H9 -5.89931 -2.85143 0.77307
H10 -1.83468 -2.71753 0.94881
H11 -0.58619 -3.92959 -1.22415
H12 -1.31418 -3.35402 -2.74982
H13 1.70493 -0.41333 -1.33334
S1 3.28283 1.52792 -0.24441
O3 3.96092 2.77691 -0.11316
O4 3.98170 0.45477 -0.88205
N3 2.82842 1.04434 1.31067
C15 2.15132 -0.17088 1.46777
C16 2.68906 -1.33134 0.90878
C17 2.03959 -2.54364 1.03664
C18 0.85217 -2.62675 1.74772
C19 0.33027 -1.48514 2.32768
C20 0.95951 -0.25333 2.19868
C21 0.36624 0.95075 2.87750
C22 0.91638 2.24484 2.29091
C23 2.43433 2.12771 2.18661
H14 2.88190 3.03312 1.77780
H15 2.86049 1.93752 3.17783
H16 0.49391 2.40879 1.29815
H17 0.65341 3.09499 2.92124
H18 0.60855 0.90253 3.94432
H19 -0.72227 0.92100 2.79053
H20 -0.58718 -1.54015 2.89685
H21 0.34986 -3.57572 1.86515
H22 2.47136 -3.42859 0.59365
H23 3.61616 -1.26160 0.36603

Summary:
Orbital gap ... 9.1795 eV
2S+1 ... 1
HOMO energy ... -8.69 eV
LUMO ... 0.0180 Ha
Structure (SMILES) ... COc1ccc(C(=O)NCc2cccnc2)cc1S(=O)(=O)N1CCCc2ccccc21
Energy relative to the best compared isomer or geometry (same formula, charge and spin) ... 93.5 kJ/mol



The following is a quantum chemistry calculation of C2H2N2O2 as an isolated structure in a non-equilibrium geometry, from OMol25.

CARTESIAN COORDINATES (ANGSTROEM)
C1 -0.29604 0.56182 -0.13173
C2 0.14840 -1.40510 -0.40730
H1 -0.60675 2.11836 0.84084
H2 0.28257 -2.41577 -0.83961
N1 -0.47703 -0.35715 -1.00448
N2 0.89704 -1.21899 0.52066
O1 -0.73263 1.85377 -0.04859
O2 0.51636 0.19498 0.87605

Summary:
Orbital gap ... 11.3234 eV
2S+1 ... 1
HOMO energy ... -10.85 eV
LUMO ... 0.0175 Ha
Energy relative to the best compared isomer or geometry (same formula, charge and spin) ... 216.1 kJ/mol



What is the formula in the first record? C14H24IN2O3PSSi2



The lowest LUMO belongs to which entry? C14H24IN2O3PSSi2



Among the records above, which one has the highest HOMO energy? C37H59F9N16O10S2